No. 1
C5H12O2 | ωB97M-V/def2-TZVPD

XYZ file:
```
19
Properties=species:S:1:pos:R:3:forces:R:3:nbo_charge:R:1
C 1.206259 -1.541801 -1.001262 0.074 -0.150 -0.170 -0.248
O 0.659058 -0.881514 0.117690 0.013 0.026 0.057 -0.568
C -0.553442 -0.170717 -0.155508 -0.147 0.105 -0.048 0.104
C -1.762548 -1.057490 0.111414 -0.025 -0.023 -0.003 -0.631
C -0.551491 1.098831 0.689740 -0.017 -0.032 0.021 -0.448
C 0.686024 1.962474 0.445244 -0.330 0.232 -0.138 -0.056
O 1.842745 1.431398 1.048810 0.129 -0.210 -0.017 -0.730
H 0.517487 -2.291822 -1.414442 0.079 0.097 0.069 0.170
H 2.115475 -2.046081 -0.664538 -0.140 0.053 -0.073 0.198
H 1.466425 -0.825584 -1.795019 -0.040 -0.110 0.109 0.170
H -0.541832 0.127617 -1.216732 0.007 -0.040 0.106 0.164
H -1.794252 -1.341751 1.168168 0.025 0.042 -0.130 0.215
H -1.726483 -1.972321 -0.489631 0.002 0.138 0.075 0.212
H -2.689498 -0.525973 -0.132223 0.144 -0.082 0.022 0.213
H -0.593318 0.834317 1.754288 -0.009 0.019 -0.122 0.214
H -1.460864 1.666999 0.454924 0.136 -0.058 0.022 0.213
H 0.823791 2.091406 -0.645095 0.018 -0.016 0.192 0.145
H 0.538913 2.961024 0.870585 0.009 -0.135 -0.060 0.180
H 1.817552 0.480989 0.853586 0.072 0.142 0.088 0.484
```
Positions in Å, forces in eV/Å.

Total charge: 0
Energy above the lowest of the compared OMol25 structures with the same formula, charge and spin (kJ/mol): 102.2
Kohn-Sham gap (eV): 10.90
SMILES: CO[C@@H](C)CCO



No. 2
C12H22BrClNO3PSi2 | ωB97M-V/def2-TZVPD

XYZ file:
```
43
Properties=species:S:1:pos:R:3:forces:R:3:nbo_charge:R:1
C 0.359830 2.971781 3.380004 0.156 -0.485 0.069 -0.649
C -0.159336 1.677149 4.022028 -0.457 0.243 -0.211 -0.064
O -1.383751 1.266907 3.413247 0.263 0.011 0.006 -0.544
C -1.172309 0.363526 2.343816 -0.247 0.285 -0.088 -0.053
C -2.365352 0.434859 1.406755 -0.031 -0.244 0.290 -0.955
Si -2.358839 -0.899857 0.089558 -0.786 -0.237 0.204 1.799
Br -4.266646 -2.066568 0.310019 0.279 0.139 -0.085 -0.326
C -0.959912 -2.120666 0.386940 -0.196 -0.187 -0.299 -0.745
N -1.015543 -3.226966 -0.590353 0.130 -0.014 -0.032 -0.841
O -2.388855 -0.272939 -1.447167 0.796 0.004 0.524 -1.234
Si -1.022701 0.520932 -1.958057 -0.524 0.280 -0.427 1.355
C 0.235564 -0.661446 -2.686809 0.596 0.521 0.192 -0.958
C 1.567729 -0.777427 -1.966029 -0.206 -0.428 -0.073 0.088
C 2.177320 0.288737 -1.307176 0.273 -0.422 -0.005 -0.262
C 3.416207 0.106086 -0.701264 0.003 -0.165 -0.156 -0.195
C 4.061691 -1.123649 -0.751278 -0.201 0.035 -0.040 -0.224
C 3.459498 -2.197347 -1.397898 -0.194 0.536 0.099 -0.186
C 2.221415 -2.012321 -2.001408 0.308 0.046 0.282 -0.263
P -1.691045 1.794926 -3.719494 -0.143 -0.462 -1.030 0.667
O -3.207753 2.230496 -3.249075 0.506 0.458 0.409 -0.969
Cl -0.479423 3.481579 -3.474390 -0.077 -0.080 0.410 -0.339
H 0.470816 3.751167 4.124483 0.027 0.215 0.012 0.214
H -0.348698 3.288494 2.622929 -0.144 0.168 -0.041 0.224
H 1.317035 2.816299 2.891364 0.174 0.072 -0.042 0.205
H 0.567801 0.870296 3.950243 0.151 -0.110 0.065 0.165
H -0.388570 1.832959 5.070292 -0.004 0.008 0.181 0.186
H -0.265461 0.620062 1.787647 0.209 -0.006 0.074 0.165
H -1.062851 -0.634342 2.773376 0.158 -0.208 -0.109 0.167
H -2.449528 1.444602 1.010677 0.029 0.070 -0.218 0.251
H -3.248533 0.280008 2.025120 -0.210 -0.028 -0.038 0.261
H 0.025983 -1.651966 0.452796 0.087 0.109 -0.020 0.220
H -1.157830 -2.536653 1.373210 -0.017 0.068 0.221 0.233
H -0.899498 -4.111590 -0.116962 -0.062 -0.069 0.011 0.364
H -0.247312 -3.169207 -1.244393 0.029 0.106 -0.032 0.355
H -0.482723 1.404900 -0.902557 0.010 -0.149 0.180 -0.198
H -0.214927 -1.640814 -2.813053 -0.201 -0.144 0.020 0.258
H 0.455919 -0.316880 -3.700498 -0.112 0.104 -0.155 0.262
H 1.707263 1.257405 -1.264637 -0.083 0.142 -0.025 0.219
H 3.892524 0.930945 -0.195816 0.036 0.146 0.062 0.215
H 5.028377 -1.237011 -0.288455 0.128 -0.048 0.092 0.215
H 3.946067 -3.158465 -1.421058 0.055 -0.147 -0.070 0.215
H 1.772467 -2.852758 -2.509930 -0.177 -0.040 -0.134 0.206
H -3.446112 3.034755 -3.726745 -0.329 -0.091 -0.073 0.499
```
Positions in Å, forces in eV/Å.

Total charge: 0
Kohn-Sham gap (eV): 9.07



No. 3
C2H8OSSi | ωB97M-V/def2-TZVPD

XYZ file:
```
13
Properties=species:S:1:pos:R:3:forces:R:3:nbo_charge:R:1
C 1.534368 -0.859993 0.636545 0.800 -0.492 -4.657 -1.141
C -1.518886 0.603267 0.896085 1.768 -0.073 -0.338 -1.148
O -0.830594 -1.028034 -2.105095 1.220 1.010 3.031 -1.046
Si 0.160574 0.355349 0.002431 -0.676 -0.880 -2.247 1.597
S 0.698067 2.323539 -0.841241 -0.107 -1.339 -0.321 -0.474
H 1.305674 -1.929529 0.567726 -0.770 0.376 1.043 0.275
H 2.522546 -0.960345 -0.006672 -1.987 1.152 0.845 0.277
H 1.802170 -0.386154 1.504616 0.767 0.281 2.790 0.233
H -1.508651 0.603836 1.991264 0.129 -0.243 -0.227 0.252
H -1.874801 1.603862 0.547531 -0.206 -1.317 -0.096 0.272
H -1.904043 -0.344535 0.481086 -1.071 0.777 0.217 0.274
H -0.813882 -1.852315 -1.567000 -0.047 0.602 -0.635 0.420
H 0.427458 1.871051 -2.107277 0.180 0.146 0.595 0.210
```
Positions in Å, forces in eV/Å.

Total charge: 0
Energy above the lowest of the compared OMol25 structures with the same formula, charge and spin (kJ/mol): 403.7
Kohn-Sham gap (eV): 8.74